C7H12 | wB97M-V/def2-TZVPD

Output
- Relative energy (zero: lowest compared OMol25 entry of this formula, charge and spin): 83.61 kcal per mole
- Gap between HOMO and LUMO: 7.61 eV
- Calculated total energy: -273.77531 hartree

XYZ file:
```
19
Properties=species:S:1:pos:R:3:nbo_charge:R:1
C 1.7167 -1.9330 -0.2020 -0.59
C 0.4504 -1.2099 0.2449 -0.45
C 0.5089 0.2831 0.0479 -0.04
C -0.0283 1.3081 0.8193 -0.04
C -1.2351 1.1553 1.6994 -0.69
C -0.9640 0.5479 -1.9806 -0.58
C 0.0381 0.9561 -1.1046 -0.20
H 2.5861 -1.7335 0.4480 0.21
H 1.5818 -3.0129 -0.2426 0.21
H 2.0087 -1.5677 -1.2520 0.21
H -0.3942 -1.5956 -0.3191 0.22
H 0.2947 -1.4247 1.3113 0.21
H 0.4109 2.2769 0.7942 0.21
H -1.1526 0.3518 2.4317 0.23
H -1.5214 2.0811 2.2905 0.22
H -2.1959 0.9040 1.1006 0.24
H -1.3988 -0.4209 -1.8908 0.18
H -1.2935 1.1380 -2.8507 0.21
H 0.5873 1.8961 -1.3454 0.24
```

***

C7H12AlCl8F7NO2S | wB97M-V/def2-TZVPD

Output
- Total charge: -1
- Gap between HOMO and LUMO: 8.12 eV
- Calculated total energy: -5500.49191 hartree

XYZ file:
```
39
Properties=species:S:1:pos:R:3:nbo_charge:R:1
N -2.2900 4.6904 1.6079 -1.38
Al -2.4735 3.3244 0.3784 1.12
S -0.2859 2.6254 -0.4330 1.63
O -0.3853 2.4805 -1.8848 -0.99
O 0.2563 1.4498 0.2447 -1.00
C 1.0383 3.9979 -0.3321 0.39
F 0.3332 5.1679 -0.4055 -0.32
F 1.8573 3.9341 -1.4100 -0.31
C 1.8859 4.0563 0.9660 0.54
F 1.1168 3.6311 2.0050 -0.31
F 2.2516 5.3457 1.2207 -0.31
C 3.2013 3.2310 0.9893 0.93
F 3.8215 3.4702 2.1494 -0.31
F 4.0309 3.5931 0.0071 -0.31
F 2.9691 1.9331 0.9085 -0.29
H -1.5013 4.5982 2.2387 0.36
H -2.1720 5.5871 1.1497 0.36
H -3.2870 3.8141 -0.9072 -0.39
H -3.0397 1.9488 0.9545 -0.39
C -0.7199 0.3388 -4.2525 -0.40
Cl -0.6548 0.8437 -5.9549 -0.06
Cl -2.2441 -0.4632 -3.8558 -0.04
H 0.0891 -0.3399 -4.0313 0.22
H -0.5838 1.2053 -3.6171 0.27
C 1.3425 -1.1956 -0.8091 -0.40
Cl 1.7935 -1.1780 -2.5208 -0.05
Cl -0.2401 -1.9424 -0.5578 -0.04
H 2.0836 -1.7648 -0.2626 0.21
H 1.2901 -0.1676 -0.4634 0.28
C -0.8150 -3.8124 2.8774 -0.39
Cl 0.6222 -3.7009 3.9004 -0.03
Cl -1.2654 -5.4938 2.5464 -0.05
H -1.6406 -3.3356 3.3892 0.22
H -0.6053 -3.3218 1.9366 0.24
C -1.0472 -8.8245 0.4983 -0.39
Cl -1.6366 -10.2954 1.2881 -0.04
Cl -1.9102 -8.4814 -1.0029 -0.02
H -1.1875 -7.9926 1.1754 0.23
H 0.0024 -8.9570 0.2692 0.22
```

***

C7H12AlGaI2O3 | wB97M-V/def2-TZVPD

Output
- Total charge: +2
- Gap between HOMO and LUMO: 3.44 eV
- Calculated total energy: -3261.36746 hartree

XYZ file:
```
26
Properties=species:S:1:pos:R:3:lowdin_charge:R:1
C -1.8256 -1.6776 1.5297 -0.02
C -2.3405 -0.8675 0.2360 -0.39
O -3.6082 -1.4548 -0.1651 0.06
C -1.3744 -1.0570 -1.0550 0.01
Ga 0.3571 0.1502 -0.8823 0.56
C 1.5358 -0.3990 0.7116 -0.23
C 3.0991 -0.2095 0.3580 -0.82
O 3.6080 0.9229 0.6131 -0.30
I 4.3067 -1.8333 -0.4777 0.91
C -0.3380 2.0900 -0.8267 -0.18
C 0.7708 3.1758 -0.4464 -0.77
O 1.6215 3.6121 -1.2323 0.03
I 0.7621 3.9724 1.5938 0.96
H -2.7541 -2.0607 2.0672 0.11
H -1.1686 -2.5495 1.1977 0.10
H -1.2367 -1.0379 2.2665 0.10
H -2.5312 0.2362 0.4487 0.15
H -3.3582 -2.3704 -0.4589 0.14
H -1.9444 -0.6002 -1.9510 0.12
H -1.1050 -2.1421 -1.2844 0.13
H 1.2434 -0.1298 -2.2139 0.05
H 1.3965 -1.5416 0.8416 0.08
H 1.2600 0.0654 1.7139 0.09
H -0.6926 2.3377 -1.9013 0.12
H -1.2914 2.1840 -0.1833 0.08
Al 5.6081 1.1843 -0.4994 0.90
```

***

C7H12BrF5N3OP2 | wB97M-V/def2-TZVPD

Output
- Total charge: -1
- Relative energy (zero: lowest compared OMol25 entry of this formula, charge and spin): 2.69 kcal per mole
- Gap between HOMO and LUMO: 6.61 eV
- Calculated total energy: -4269.55399 hartree

XYZ file:
```
31
Properties=species:S:1:pos:R:3:nbo_charge:R:1
N 3.0093 0.0245 -0.7682 -1.19
P 1.6591 -1.1250 -1.0670 0.97
N 0.4764 0.2326 -0.9582 -1.18
P 3.2487 -2.7969 -1.2508 0.63
O 4.1734 -2.4563 0.0989 -1.01
Br 4.5380 -1.9705 -2.9382 -0.33
C 0.1455 -2.3810 -1.4136 0.33
F 0.5851 -3.6314 -1.8017 -0.36
F -0.6437 -1.9648 -2.4497 -0.36
C -0.7910 -2.7105 -0.2270 0.90
F -0.2691 -3.6927 0.5370 -0.32
F -1.0338 -1.6567 0.5745 -0.33
F -2.0040 -3.1444 -0.6653 -0.34
H 3.4981 -0.2263 0.0848 0.36
H 2.6316 0.9523 -0.6235 0.36
H 1.5593 -1.4624 0.3511 -0.18
H 1.7548 -0.9281 -2.4904 -0.12
H -0.4836 -0.0531 -1.1125 0.35
H 0.4911 0.5434 0.0091 0.35
H 4.2819 -3.2682 0.5900 0.48
N -0.8999 3.2268 1.1520 -0.41
C -1.3301 2.8270 2.3452 0.03
C -2.6529 2.5172 2.6241 -0.27
C -3.5830 2.6330 1.6047 -0.17
C -3.1521 3.0488 0.3561 -0.26
C -1.8049 3.3290 0.1821 0.04
H -0.5698 2.7481 3.1150 0.19
H -2.9425 2.1909 3.6137 0.21
H -4.6256 2.3990 1.7794 0.21
H -3.8425 3.1497 -0.4700 0.22
H -1.4236 3.6462 -0.7817 0.20
```

***

C7H12ClN2O2S | wB97M-V/def2-TZVPD

Output
- Total charge: +1
- Relative energy (zero: lowest compared OMol25 entry of this formula, charge and spin): 1.12 kcal per mole
- Gap between HOMO and LUMO: 10.28 eV
- Calculated total energy: -1392.05446 hartree

XYZ file:
```
25
Properties=species:S:1:pos:R:3:nbo_charge:R:1
C 0.8346 0.0901 1.6192 -0.03
C 0.3656 -1.1858 1.6393 -0.01
C 0.4009 -0.4988 -0.4318 0.26
C 0.0817 2.7720 -0.0871 -0.61
C -0.9129 -3.0686 -1.2265 -0.35
C 1.2588 1.8024 -0.1437 -0.21
C -0.3979 -2.7960 -0.0401 -0.03
N 0.8585 0.4929 0.3203 -0.27
N 0.0977 -1.5408 0.3484 -0.31
O -2.0385 0.5448 1.1685 -0.92
O -3.6916 -1.2160 1.1038 -0.89
S -3.4363 0.3807 0.9041 1.59
Cl -3.5722 0.4218 -1.2228 -0.30
H 1.1519 0.7247 2.4196 0.25
H 0.1857 -1.8429 2.4647 0.25
H 0.3152 -0.4750 -1.4990 0.24
H -0.3076 2.8424 0.9244 0.22
H -0.7176 2.4374 -0.7427 0.22
H 0.4069 3.7568 -0.4084 0.24
H -1.2838 -4.0562 -1.4401 0.24
H -0.9945 -2.3435 -2.0187 0.21
H -4.6027 -1.5222 1.0243 0.52
H 2.0697 2.1554 0.4969 0.23
H 1.6253 1.7104 -1.1679 0.23
H -0.3508 -3.5286 0.7526 0.23
```